{"formula": "C39H30BF4O25", "method": "wB97M-V/def2-TZVPD", "elements": ["B", "F", "F", "F", "F", "C", "C", "C", "O", "C", "C", "C", "O", "O", "O", "H", "H", "H", "H", "C", "C", "C", "O", "C", "C", "C", "O", "O", "O", "H", "H", "H", "H", "C", "C", "C", "O", "C", "C", "C", "O", "O", "O", "H", "H", "H", "H", "C", "C", "C", "O", "C", "C", "C", "O", "O", "O", "H", "H", "H", "H", "C", "C", "C", "O", "C", "C", "C", "O", "O", "O", "H", "H", "H", "H", "C", "C", "C", "O", "C", "C", "C", "O", "O", "O", "H", "H", "H", "H", "C", "C", "O", "C", "H", "H", "H", "H", "H", "H"], "positions_angstrom": [[8.431, 24.632, 39.352], [7.870, 24.982, 40.578], [9.763, 24.071, 39.452], [7.683, 23.784, 38.567], [8.630, 25.829, 38.579], [11.747, 25.155, 34.495], [12.464, 26.389, 33.787], [12.994, 27.485, 34.545], [13.581, 28.388, 33.887], [12.737, 27.454, 35.928], [12.048, 26.284, 36.696], [11.540, 25.158, 35.955], [10.992, 24.223, 36.564], [11.773, 26.216, 38.014], [12.737, 26.272, 32.429], [11.286, 24.398, 33.917], [12.834, 28.291, 36.503], [10.942, 25.675, 38.278], [13.317, 26.913, 32.349], [5.901, 21.042, 33.132], [7.358, 21.407, 32.490], [8.419, 21.935, 33.378], [9.478, 22.287, 32.781], [8.079, 22.289, 34.743], [6.691, 21.844, 35.347], [5.617, 21.423, 34.444], [4.498, 21.221, 34.875], [6.389, 21.777, 36.730], [7.651, 21.008, 31.245], [5.343, 20.676, 32.232], [8.778, 22.761, 35.331], [7.024, 22.171, 37.311], [8.254, 21.676, 30.860], [6.362, 25.191, 33.087], [5.040, 24.956, 33.804], [4.898, 25.008, 35.275], [3.781, 24.845, 35.859], [6.108, 25.259, 35.957], [7.415, 25.592, 35.233], [7.450, 25.684, 33.775], [8.515, 25.938, 33.137], [8.561, 25.818, 35.923], [3.834, 24.606, 33.167], [6.432, 25.148, 31.905], [6.164, 25.483, 37.071], [8.493, 25.787, 36.956], [3.085, 24.675, 33.751], [9.913, 19.383, 37.138], [10.400, 20.674, 37.778], [11.738, 20.956, 38.126], [12.138, 22.049, 38.563], [12.731, 19.893, 37.718], [12.316, 18.503, 37.200], [10.846, 18.407, 36.880], [10.460, 17.284, 36.440], [13.066, 17.447, 37.017], [9.529, 21.569, 38.154], [8.971, 19.287, 36.966], [13.769, 20.048, 37.828], [13.937, 17.500, 37.175], [10.078, 22.211, 38.832], [3.880, 20.366, 40.717], [4.946, 19.628, 39.971], [6.284, 20.151, 39.817], [7.034, 19.497, 39.119], [6.618, 21.419, 40.374], [5.593, 22.274, 41.054], [4.216, 21.680, 41.394], [3.413, 22.378, 42.035], [5.790, 23.493, 41.550], [4.511, 18.472, 39.462], [2.921, 20.069, 40.909], [7.341, 22.023, 40.259], [6.829, 23.709, 41.274], [5.053, 18.536, 38.681], [9.841, 29.885, 42.308], [9.685, 28.370, 42.168], [11.036, 27.585, 42.322], [10.966, 26.407, 42.323], [12.169, 28.299, 42.539], [12.246, 29.867, 42.681], [11.011, 30.613, 42.622], [11.047, 31.849, 42.836], [13.466, 30.400, 43.034], [8.515, 27.692, 41.988], [8.900, 30.452, 42.435], [13.113, 27.913, 42.578], [14.027, 29.915, 42.476], [8.801, 26.715, 41.627], [5.524, 30.272, 36.817], [6.842, 29.840, 37.504], [7.220, 30.545, 38.409], [7.464, 28.469, 37.136], [4.643, 29.677, 36.906], [5.578, 30.455, 35.778], [5.390, 31.253, 37.245], [7.557, 28.170, 36.210], [7.152, 27.689, 37.706], [8.379, 28.645, 37.582]], "homo_ev": -6.84, "orbital_gap_ev": 6.3, "e_tot_ev": -103650.5280, "total_charge": -1, "lumo_energy_ev": -0.5}

---

{"formula": "C36H60N6O12", "method": "wB97M-V/def2-TZVPD", "elements": ["C", "C", "C", "C", "C", "C", "O", "O", "H", "H", "H", "H", "H", "H", "C", "C", "C", "C", "C", "C", "O", "O", "H", "H", "H", "H", "H", "H", "C", "C", "C", "C", "C", "C", "O", "O", "H", "H", "H", "H", "H", "H", "C", "C", "O", "N", "C", "H", "H", "H", "H", "H", "H", "H", "C", "C", "O", "N", "C", "H", "H", "H", "H", "H", "H", "H", "C", "C", "O", "N", "C", "H", "H", "H", "H", "H", "H", "H", "C", "C", "O", "N", "C", "H", "H", "H", "H", "H", "H", "H", "C", "C", "O", "N", "C", "H", "H", "H", "H", "H", "H", "H", "C", "C", "O", "N", "C", "H", "H", "H", "H", "H", "H", "H"], "positions_angstrom": [[3.386, -2.882, 2.005], [2.364, -2.799, 1.065], [1.053, -2.970, 1.460], [0.805, -3.026, 2.809], [1.797, -3.027, 3.756], [3.085, -3.001, 3.376], [4.121, -3.119, 4.307], [0.001, -3.089, 0.509], [4.458, -2.751, 1.613], [2.511, -2.848, 0.013], [-0.230, -3.278, 3.128], [1.403, -3.055, 4.717], [4.914, -2.783, 3.854], [-0.863, -3.132, 0.988], [4.566, 1.887, -2.814], [3.400, 1.877, -3.662], [2.785, 0.715, -4.015], [3.460, -0.456, -3.664], [4.506, -0.429, -2.790], [5.116, 0.758, -2.315], [6.234, 0.693, -1.515], [1.634, 0.680, -4.794], [4.997, 2.864, -2.611], [3.100, 2.889, -3.826], [3.152, -1.393, -4.097], [4.921, -1.435, -2.434], [5.986, 0.050, -0.793], [1.390, 1.646, -4.921], [3.387, 3.262, 1.483], [4.113, 2.275, 0.884], [4.016, 0.959, 1.370], [3.344, 0.777, 2.596], [2.681, 1.900, 3.244], [2.641, 3.147, 2.631], [2.013, 4.241, 3.133], [4.540, -0.112, 0.689], [3.577, 4.313, 1.201], [4.746, 2.389, 0.066], [3.338, -0.229, 3.017], [2.156, 1.743, 4.183], [1.226, 4.011, 3.686], [4.101, -0.886, 0.995], [-0.319, -2.595, -3.557], [-1.434, -3.041, -4.421], [-2.238, -3.875, -4.064], [-1.339, -2.576, -5.666], [-2.473, -2.597, -6.595], [0.294, -1.667, -3.850], [0.341, -3.420, -3.497], [-0.697, -2.422, -2.552], [-0.686, -1.792, -5.830], [-3.422, -2.157, -6.226], [-2.630, -3.614, -6.873], [-2.192, -2.103, -7.540], [-1.771, 4.902, 3.046], [-1.450, 3.882, 4.155], [-0.358, 3.665, 4.653], [-2.485, 3.091, 4.544], [-2.407, 1.983, 5.406], [-2.423, 4.480, 2.234], [-0.876, 5.380, 2.615], [-2.332, 5.691, 3.605], [-3.362, 3.098, 4.073], [-2.680, 2.303, 6.426], [-1.395, 1.520, 5.347], [-3.142, 1.183, 5.123], [0.096, 3.805, -1.929], [-0.302, 2.857, -2.979], [-0.040, 3.168, -4.154], [-0.958, 1.688, -2.642], [-1.624, 0.917, -3.697], [1.227, 3.800, -1.967], [-0.200, 3.547, -0.890], [-0.268, 4.833, -2.232], [-1.119, 1.431, -1.688], [-2.505, 1.485, -4.018], [-1.985, -0.028, -3.172], [-0.879, 0.632, -4.418], [-3.807, -2.383, -1.229], [-2.899, -3.404, -0.532], [-2.556, -3.171, 0.646], [-2.437, -4.465, -1.187], [-1.519, -5.302, -0.451], [-4.260, -1.837, -0.386], [-4.575, -2.898, -1.744], [-3.036, -1.807, -1.857], [-2.606, -4.578, -2.179], [-1.461, -6.234, -0.980], [-1.868, -5.442, 0.544], [-0.475, -4.926, -0.545], [-4.337, 2.230, 1.213], [-4.342, 1.174, 2.369], [-4.661, 1.579, 3.473], [-4.133, -0.130, 2.058], [-4.001, -1.181, 3.029], [-5.138, 2.939, 1.547], [-4.586, 1.702, 0.249], [-3.312, 2.686, 1.100], [-3.737, -0.311, 1.155], [-4.647, -1.016, 3.863], [-3.004, -1.334, 3.416], [-4.378, -2.121, 2.506], [-0.814, 0.795, 2.326], [-0.523, 0.755, 0.851], [-1.454, 0.661, 0.051], [0.793, 0.717, 0.502], [1.214, 0.172, -0.819], [-0.609, 1.782, 2.677], [-0.235, 0.001, 2.836], [-1.882, 0.542, 2.344], [1.536, 0.869, 1.187], [1.577, 0.950, -1.506], [0.264, -0.254, -1.140], [2.006, -0.589, -0.682]], "homo_ev": -8.38, "smiles": "Oc1ccc(O)cc1.Oc1ccc(O)cc1.Oc1ccc(O)cc1.CNC(C)=O.CNC(C)=O.CNC(C)=O.CNC(C)=O.CNC(C)=O.CNC(C)=O", "orbital_gap_ev": 8.8, "e_tot_ev": -71817.6793, "lumo_energy_ev": 0.4}